#w
ORCA calculation (ωB97M-V/def2-TZVPD) on a 13-piece molecular cluster, C52H143N13O13 overall.

Geometry as XYZ:
```
221
C52H143N13O13 ωB97M-V/def2-TZVPD
C 3.982 -0.522 0.467
C 2.806 -1.462 0.612
C 1.949 -1.080 1.832
O 2.722 -1.377 2.955
C 2.103 -0.878 4.142
N 2.023 -1.418 -0.568
H 4.719 -0.680 1.255
H 3.573 0.487 0.514
H 4.400 -0.590 -0.537
H 3.269 -2.444 0.706
H 1.032 -1.667 1.890
H 1.628 -0.039 1.805
H 2.178 0.209 4.160
H 2.672 -1.262 4.989
H 1.044 -1.134 4.184
H 1.463 -0.578 -0.583
H 2.556 -1.279 -1.415
C 5.929 -3.002 -3.526
C 4.768 -2.366 -2.788
C 4.055 -1.285 -3.678
O 3.137 -0.585 -2.833
C 2.253 0.152 -3.568
N 3.913 -3.377 -2.181
H 6.392 -3.842 -3.008
H 6.728 -2.286 -3.719
H 5.734 -3.346 -4.541
H 5.308 -1.840 -2.001
H 3.551 -1.826 -4.479
H 4.709 -0.537 -4.125
H 2.083 1.065 -2.997
H 1.313 -0.372 -3.739
H 2.541 0.575 -4.530
H 4.499 -3.778 -1.463
H 3.190 -2.977 -1.601
C -7.028 -7.015 1.255
C -7.675 -6.152 0.177
C -6.556 -5.539 -0.757
O -5.632 -4.700 -0.050
C -5.046 -3.755 -0.925
N -8.603 -6.948 -0.628
H -7.761 -7.432 1.946
H -6.270 -6.473 1.821
H -6.485 -7.835 0.786
H -8.266 -5.354 0.627
H -7.090 -5.003 -1.541
H -5.994 -6.329 -1.256
H -4.313 -4.216 -1.587
H -4.484 -3.016 -0.355
H -5.822 -3.283 -1.528
H -8.075 -7.530 -1.262
H -9.101 -6.348 -1.271
C 0.220 -4.628 -0.684
C -1.116 -4.621 0.164
C -1.296 -6.019 0.871
O -1.231 -7.088 -0.106
C -2.480 -7.242 -0.829
N -0.900 -3.640 1.200
H 1.116 -4.756 -0.076
H 0.303 -3.641 -1.139
H 0.188 -5.390 -1.462
H -1.986 -4.360 -0.438
H -2.238 -5.950 1.415
H -0.466 -6.126 1.569
H -2.847 -6.395 -1.408
H -3.334 -7.369 -0.165
H -2.418 -8.128 -1.462
H -1.022 -2.700 0.850
H 0.103 -3.584 1.305
C -2.547 -0.974 -1.953
C -1.167 -0.803 -1.326
C -0.665 0.665 -1.576
O 0.562 0.850 -0.872
C 1.039 2.203 -0.748
N -1.267 -1.058 0.085
H -2.499 -1.089 -3.036
H -3.193 -0.119 -1.753
H -3.064 -1.897 -1.691
H -0.425 -1.479 -1.750
H -1.417 1.339 -1.165
H -0.629 0.824 -2.653
H 0.465 2.684 0.044
H 1.057 2.726 -1.704
H 2.057 2.271 -0.363
H -0.416 -0.621 0.411
H -1.997 -0.437 0.404
C -4.817 -3.150 3.915
C -3.421 -2.610 4.028
C -2.453 -3.800 4.333
O -1.297 -3.108 4.869
C -0.216 -4.037 5.051
N -3.073 -2.034 2.773
H -5.240 -3.269 4.913
H -4.731 -4.125 3.435
H -5.498 -2.471 3.402
H -3.358 -1.831 4.788
H -2.359 -4.335 3.387
H -2.911 -4.440 5.086
H 0.666 -3.451 5.307
H -0.003 -4.444 4.062
H -0.405 -4.852 5.749
H -3.417 -2.670 2.068
H -2.084 -2.243 2.784
C 6.913 3.871 2.162
C 5.837 2.805 2.029
C 5.060 2.691 3.372
O 5.753 1.981 4.328
C 4.892 1.597 5.431
N 5.042 3.185 0.776
H 7.475 3.889 1.228
H 7.590 3.659 2.990
H 6.466 4.818 2.465
H 6.326 1.857 1.806
H 4.036 2.323 3.314
H 5.015 3.697 3.791
H 4.061 0.966 5.118
H 4.473 2.462 5.945
H 5.496 0.928 6.044
H 5.530 3.030 -0.095
H 4.233 2.590 0.663
C -5.204 -3.840 -4.723
C -5.473 -2.724 -5.607
C -5.511 -1.310 -4.905
O -6.394 -1.181 -3.836
C -6.598 0.130 -3.330
N -4.404 -2.680 -6.564
H -4.776 -4.650 -5.312
H -6.078 -4.345 -4.311
H -4.578 -3.591 -3.866
H -6.461 -2.867 -6.043
H -5.556 -0.531 -5.666
H -4.524 -1.155 -4.469
H -6.750 0.955 -4.026
H -5.772 0.405 -2.674
H -7.465 -0.049 -2.694
H -4.676 -2.165 -7.389
H -4.209 -3.624 -6.867
C -1.912 5.240 -0.926
C -0.468 5.505 -0.483
C 0.003 6.953 -0.562
O 0.153 7.520 -1.920
C -0.913 8.385 -2.234
N -0.313 5.092 0.945
H -2.220 4.199 -0.832
H -2.001 5.388 -2.002
H -2.608 5.826 -0.326
H 0.278 4.988 -1.087
H 1.044 6.967 -0.240
H -0.629 7.512 0.128
H -0.756 8.838 -3.213
H -1.068 9.125 -1.450
H -1.891 7.903 -2.224
H 0.501 5.459 1.415
H -1.037 5.520 1.504
C 0.697 2.994 4.159
C -0.400 2.008 3.627
C -1.155 1.243 4.699
O -1.399 1.951 5.892
C -2.020 1.220 6.922
N -1.335 2.879 2.968
H 0.425 3.857 4.767
H 1.377 3.310 3.368
H 1.341 2.555 4.921
H 0.006 1.396 2.821
H -0.470 0.443 4.977
H -2.041 0.757 4.290
H -3.055 0.995 6.666
H -1.939 1.743 7.874
H -1.610 0.215 7.022
H -1.710 3.502 3.669
H -0.914 3.458 2.256
C 8.593 0.757 -0.160
C 8.604 1.143 -1.644
C 7.819 2.442 -1.870
O 6.477 2.480 -1.446
C 5.525 1.536 -1.985
N 9.959 1.325 -2.073
H 9.131 1.446 0.492
H 9.076 -0.214 -0.051
H 7.593 0.536 0.212
H 8.217 0.359 -2.295
H 7.857 2.644 -2.940
H 8.222 3.302 -1.335
H 5.531 1.674 -3.066
H 4.554 1.631 -1.500
H 5.934 0.555 -1.742
H 10.305 0.378 -2.136
H 9.964 1.578 -3.050
C -4.420 2.234 0.091
C -4.445 1.050 1.046
C -5.308 -0.104 0.472
O -6.719 0.336 0.273
C -7.571 -0.781 0.195
N -3.093 0.667 1.322
H -3.913 1.904 -0.816
H -3.951 3.105 0.549
H -5.428 2.437 -0.273
H -4.766 1.399 2.028
H -5.138 -0.956 1.130
H -4.912 -0.573 -0.429
H -8.615 -0.521 0.021
H -7.563 -1.316 1.144
H -7.328 -1.369 -0.691
H -3.121 -0.161 1.900
H -2.581 1.363 1.846
C 5.170 6.961 -1.603
C 3.885 6.135 -1.687
C 4.054 4.901 -2.588
O 2.828 4.147 -2.798
C 1.810 4.802 -3.516
N 3.539 5.645 -0.344
H 5.342 7.464 -2.555
H 6.044 6.339 -1.413
H 5.015 7.757 -0.874
H 2.973 6.659 -1.973
H 4.819 4.219 -2.218
H 4.405 5.217 -3.570
H 2.056 5.095 -4.536
H 1.371 5.667 -3.019
H 1.024 4.060 -3.655
H 3.105 4.736 -0.420
H 4.451 5.530 0.076
```

Computed properties:
Kohn-Sham gap (Ha): 0.3155
Multiplicity: 1
Lowest unoccupied orbital energy (eV): 0.49

---

#x
ORCA calculation (ωB97M-V/def2-TZVPD) on a 13-piece molecular cluster, C52H143N13O13 overall.

Geometry as XYZ:
```
221
C52H143N13O13 ωB97M-V/def2-TZVPD
C -1.708 -1.473 0.464
C -1.087 -1.304 -0.914
C 0.103 -0.403 -0.932
O 0.881 -0.570 -2.143
C 2.039 0.233 -2.000
N -0.783 -2.691 -1.378
H -2.114 -0.554 0.887
H -1.073 -1.873 1.255
H -2.636 -2.045 0.450
H -1.659 -0.747 -1.657
H 0.637 -0.712 -0.033
H -0.225 0.591 -0.627
H 2.599 0.101 -1.074
H 1.731 1.278 -2.055
H 2.698 0.069 -2.853
H -0.103 -3.246 -0.879
H -0.342 -2.481 -2.263
C 7.750 7.899 -10.906
C 8.344 6.845 -10.031
C 7.712 5.368 -10.301
O 6.482 5.327 -9.725
C 5.967 3.992 -9.531
N 9.765 6.906 -10.141
H 6.661 7.852 -10.895
H 8.343 7.907 -11.821
H 7.938 8.914 -10.555
H 8.203 7.021 -8.965
H 8.318 4.545 -9.924
H 7.584 5.245 -11.376
H 4.895 4.032 -9.727
H 6.168 3.708 -8.498
H 6.540 3.246 -10.081
H 10.017 6.763 -11.108
H 10.288 6.337 -9.491
C -1.450 -3.616 8.356
C -0.281 -4.401 8.804
C -0.571 -5.531 9.839
O 0.659 -6.207 10.196
C 0.483 -7.189 11.173
N 0.302 -5.045 7.640
H -1.040 -2.678 7.981
H -2.132 -3.507 9.199
H -2.041 -4.027 7.538
H 0.415 -3.734 9.313
H -1.214 -6.264 9.351
H -1.160 -5.263 10.717
H -0.212 -6.820 11.928
H 1.452 -7.329 11.651
H 0.060 -8.137 10.840
H -0.424 -5.626 7.245
H 0.884 -5.737 8.090
C -8.259 3.475 3.469
C -8.025 4.863 2.887
C -9.147 5.380 1.890
O -10.327 5.672 2.587
C -11.429 6.205 1.842
N -7.730 5.833 3.897
H -7.359 3.041 3.904
H -8.459 2.719 2.709
H -9.032 3.436 4.237
H -7.136 4.783 2.262
H -9.247 4.515 1.234
H -8.759 6.304 1.460
H -12.215 6.631 2.465
H -11.857 5.356 1.308
H -11.149 6.967 1.114
H -8.464 5.881 4.590
H -7.847 6.679 3.358
C -11.672 -7.672 4.635
C -12.144 -6.529 5.518
C -12.762 -5.335 4.732
O -11.888 -4.712 3.762
C -10.421 -4.780 4.171
N -13.067 -7.139 6.423
H -10.607 -7.881 4.744
H -11.764 -7.380 3.590
H -12.113 -8.646 4.847
H -11.255 -6.311 6.109
H -12.985 -4.601 5.507
H -13.680 -5.648 4.235
H -9.779 -4.116 3.592
H -9.979 -5.759 4.355
H -10.391 -4.240 5.117
H -12.621 -7.819 7.022
H -13.420 -6.420 7.037
C 4.252 0.793 5.129
C 5.694 0.319 4.846
C 6.883 1.255 5.267
O 7.149 2.403 4.518
C 8.271 3.160 5.039
N 5.695 -0.984 5.498
H 4.059 0.922 6.194
H 3.458 0.104 4.842
H 3.891 1.657 4.572
H 5.871 -0.036 3.831
H 7.796 0.663 5.327
H 6.588 1.523 6.282
H 9.226 2.855 4.611
H 8.157 3.095 6.122
H 8.096 4.200 4.765
H 5.292 -0.951 6.424
H 4.960 -1.555 5.106
C 7.817 5.526 -3.786
C 8.561 4.903 -2.629
C 10.152 4.710 -2.907
O 10.455 3.657 -3.881
C 11.785 3.459 -4.296
N 8.477 5.701 -1.417
H 6.749 5.454 -3.580
H 8.009 5.016 -4.730
H 8.260 6.497 -4.008
H 8.178 3.909 -2.397
H 10.744 4.455 -2.028
H 10.639 5.607 -3.288
H 11.799 2.700 -5.079
H 12.359 3.193 -3.409
H 12.231 4.357 -4.723
H 8.468 5.099 -0.606
H 7.532 6.019 -1.256
C -3.434 -9.883 3.305
C -2.000 -9.502 3.538
C -0.933 -10.545 3.132
O 0.384 -10.178 3.259
C 0.917 -9.907 4.586
N -1.726 -8.207 2.965
H -3.816 -9.558 2.338
H -4.057 -9.277 3.963
H -3.436 -10.969 3.400
H -1.883 -9.357 4.612
H -1.269 -10.832 2.136
H -1.124 -11.400 3.781
H 1.447 -8.970 4.416
H 1.760 -10.563 4.804
H 0.178 -9.728 5.367
H -1.854 -8.233 1.963
H -0.717 -8.159 2.970
C 5.003 -3.088 -14.345
C 5.418 -2.475 -12.995
C 4.974 -3.469 -11.864
O 5.392 -2.873 -10.693
C 5.131 -3.386 -9.400
N 6.756 -2.249 -12.939
H 5.108 -2.448 -15.221
H 3.927 -3.260 -14.340
H 5.446 -4.084 -14.328
H 4.863 -1.552 -12.828
H 5.485 -4.430 -11.925
H 3.919 -3.667 -11.674
H 5.416 -2.680 -8.620
H 5.697 -4.313 -9.312
H 4.045 -3.427 -9.312
H 7.099 -3.157 -12.662
H 6.998 -1.582 -12.220
C -0.698 8.289 -1.204
C -1.442 9.253 -2.248
C -2.911 9.533 -1.867
O -3.249 10.845 -2.386
C -4.644 11.288 -2.111
N -0.656 10.394 -2.358
H 0.387 8.301 -1.308
H -1.006 7.249 -1.311
H -0.901 8.596 -0.178
H -1.361 8.824 -3.247
H -3.079 9.647 -0.796
H -3.538 8.704 -2.195
H -4.879 11.078 -1.067
H -5.291 10.867 -2.880
H -4.838 12.346 -2.283
H -1.445 11.020 -2.441
H -0.122 10.216 -3.196
C 2.970 -7.642 -2.266
C 4.028 -7.089 -1.409
C 4.888 -6.062 -2.161
O 5.660 -5.254 -1.297
C 6.598 -4.372 -1.927
N 3.259 -6.342 -0.370
H 2.430 -8.477 -1.820
H 3.416 -8.141 -3.126
H 2.296 -6.893 -2.683
H 4.776 -7.810 -1.081
H 4.245 -5.265 -2.533
H 5.501 -6.478 -2.961
H 7.093 -3.750 -1.182
H 6.087 -3.703 -2.620
H 7.334 -4.891 -2.540
H 3.771 -5.530 -0.056
H 3.132 -6.949 0.427
C -12.347 -1.469 -2.028
C -11.433 -2.274 -2.907
C -10.121 -1.633 -3.108
O -9.468 -2.483 -4.098
C -8.047 -2.579 -4.099
N -11.489 -3.529 -2.223
H -12.199 -1.375 -0.952
H -13.371 -1.838 -2.085
H -12.455 -0.520 -2.553
H -11.849 -2.337 -3.913
H -9.567 -1.865 -2.198
H -10.144 -0.620 -3.509
H -7.794 -3.350 -3.371
H -7.583 -1.594 -4.049
H -7.698 -3.064 -5.011
H -10.598 -3.943 -2.457
H -11.264 -3.316 -1.262
C 4.055 7.480 6.794
C 2.525 7.715 7.270
C 1.714 6.456 7.324
O 1.184 6.004 6.084
C 0.096 5.151 6.198
N 2.556 8.423 8.544
H 4.002 7.055 5.791
H 4.568 6.775 7.447
H 4.582 8.432 6.854
H 2.026 8.303 6.500
H 0.812 6.608 7.916
H 2.261 5.627 7.773
H -0.045 4.686 5.223
H -0.809 5.702 6.452
H 0.372 4.533 7.053
H 3.192 7.848 9.079
H 3.180 9.193 8.350
```

Computed properties:
Kohn-Sham gap (Ha): 0.3344
Multiplicity: 1
Lowest unoccupied orbital energy (eV): 0.33

---

#x is the least stable structure shown above.